ORCA calculation (ωB97M-V/def2-TZVPD) on a molecular structure, C8H12Br4O6Zr at a distorted geometry.

```
31
Properties=species:S:1:pos:R:3:forces:R:3:lowdin_charge:R:1
Zr 13.46453 6.23637 6.80053 -0.4 0.0 0.1 0.41
Br 12.83138 5.04661 4.54130 0.0 0.5 0.4 -0.09
Br 15.92866 5.91160 6.52902 0.1 -0.5 0.1 0.08
Br 13.88460 7.66365 9.04788 -0.2 -0.2 -0.6 -0.08
Br 12.56605 4.26389 8.06264 0.1 -0.1 0.2 0.01
C 8.09628 5.51609 4.85041 1.5 0.0 -0.2 -0.02
C 8.02509 6.24301 6.18281 -0.1 0.4 0.0 -0.28
C 8.46911 5.49696 7.47494 0.9 0.5 -0.9 -0.01
O 9.87279 5.90073 7.59020 -0.6 -0.7 0.4 0.02
C 10.12906 6.88658 6.79918 -1.1 1.7 -1.8 -0.55
O 11.22169 7.37818 6.58872 -0.1 -0.7 0.4 -0.01
O 8.97092 7.36255 6.15317 1.3 -1.2 1.0 0.07
H 7.79142 6.11761 3.98466 -0.4 0.1 0.6 0.09
H 7.52594 4.60418 4.90800 -0.3 -0.4 -0.2 0.08
H 9.14232 5.28815 4.58490 -0.2 -0.3 0.4 0.09
H 7.00148 6.60683 6.23380 0.1 0.5 0.6 0.15
H 8.48979 4.43377 7.39365 -0.1 -0.8 -0.3 0.13
H 7.99898 5.75119 8.40932 -0.4 0.5 0.1 0.13
C 17.54652 10.43870 4.97190 -0.9 0.8 0.2 -0.02
C 16.66052 9.96630 6.12920 0.3 -1.8 0.6 -0.21
C 15.57406 10.88158 6.80599 0.2 -0.5 -1.8 -0.04
O 14.32346 10.26753 6.41694 0.3 -1.5 0.0 0.08
C 14.58385 9.02427 5.96404 0.7 0.8 -0.4 -0.60
O 13.73596 8.16172 5.83096 -0.3 0.5 -0.2 -0.15
O 15.83900 8.83392 5.58625 -0.4 1.5 1.2 0.01
H 18.26711 11.13224 5.35230 0.4 0.7 0.3 0.07
H 16.94992 10.95630 4.20512 0.0 -0.1 0.3 0.10
H 18.13965 9.70706 4.43842 -0.3 -0.8 0.4 0.09
H 17.22760 9.49619 6.98821 -0.2 0.5 -1.2 0.17
H 15.56674 11.87385 6.37407 0.1 0.3 0.2 0.13
H 15.62380 10.86656 7.88175 0.1 0.1 0.3 0.13
```
Forces are in eV/Å.

Values from the calculation:
- Kohn-Sham gap (Ha) = 0.3308
- lowest unoccupied orbital energy (Eh) = 0.001
- electronic energy (eV) = -302233.258